ORCA calculation (the ωB97M-V functional and the def2-TZVPD basis) on C27H63N7O9Pt as an isolated structure at a distorted geometry.

Structure (XYZ):
```
107
Properties=species:S:1:pos:R:3:forces:R:3
Pt -3.4209 -1.7033 1.5341 1.086 -0.130 -2.895
O 2.8657 -0.8192 2.5305 -0.217 0.007 0.220
O 3.1359 4.2307 -2.2510 0.159 0.158 -0.514
O -2.1889 -0.2968 0.3987 -1.873 0.182 -0.002
O -4.1851 -3.0458 0.1522 -0.676 0.978 1.186
O -3.6069 -1.6245 -7.3049 -0.048 0.113 -0.300
O -1.6722 -2.6086 2.2638 0.005 -0.976 0.406
O 3.0458 -2.6033 -0.5458 0.092 -0.031 -0.077
O -1.9693 5.4413 2.0290 0.277 -0.586 0.038
O 3.1248 3.5205 3.9953 -0.301 -0.268 -0.249
N -3.3971 -0.8480 -5.1808 0.818 -0.952 0.749
N -3.4881 4.6132 0.5946 -0.488 -1.081 -1.584
N 0.9328 2.8738 3.9792 -0.251 -1.065 -0.108
N 0.2731 -3.7484 2.4418 0.310 -0.264 -0.113
N 1.9669 -1.9869 -2.4872 1.120 -0.098 0.270
N 2.4662 2.8979 -0.5463 -0.403 -0.823 -0.062
N 5.0552 -0.2086 2.4289 0.215 -0.419 -0.656
C 6.3104 -0.4156 1.7200 0.123 1.219 0.425
C -0.0175 1.9067 3.4185 0.146 1.292 0.071
C 5.1408 0.5682 3.6479 0.090 -0.011 0.291
C 0.3583 4.0198 4.6372 -0.199 0.992 -0.607
C -1.0532 0.3310 -0.0614 1.117 -0.829 0.291
C 3.2927 3.2488 -1.5647 -0.727 0.111 0.600
C 1.2861 3.6576 -0.1863 -0.196 0.615 -0.373
C 0.2067 -0.4950 0.2791 -0.666 0.275 -0.427
C 2.8634 1.8895 0.4424 0.496 1.346 -0.109
C 0.8568 -2.1528 -3.3825 -0.154 0.117 -0.882
C -3.7355 -5.1171 -0.9638 -0.168 0.018 0.121
C -4.0359 -0.9978 -6.3643 -0.126 -0.128 0.620
C -3.9735 -0.2016 -4.0359 -0.847 1.474 0.023
C 1.6509 -3.7469 2.9120 -0.095 -0.266 0.670
C -2.1095 -1.4773 -4.9399 0.723 0.789 -0.482
C 2.1665 -2.7231 -1.3733 -1.100 -0.327 -0.570
C -1.0672 0.6388 -1.5703 -0.785 0.204 -0.202
C -3.6990 -3.5762 -1.0377 0.624 -0.670 -0.188
C 3.9672 -0.8846 2.0078 -0.144 0.501 0.284
C 2.2430 2.7097 3.7350 0.792 0.312 1.007
C 2.9403 -0.9917 -2.8433 0.779 1.071 0.205
C -2.3194 4.5658 1.2497 0.053 1.539 0.334
C -0.5630 -2.7744 2.7671 0.607 0.600 -0.186
C -3.9151 3.4640 -0.1997 -0.975 -0.494 0.930
C -2.3035 -3.0900 -1.4065 0.471 0.286 0.619
C -0.0458 -4.7739 1.4625 -0.483 0.812 -0.954
C -4.4734 5.6532 0.7837 0.277 0.697 0.055
H 3.4232 2.4071 1.2291 0.088 -0.162 0.141
H 4.2890 0.4158 4.3060 -0.131 -0.208 -0.236
H -5.2244 5.4060 1.5352 0.179 -0.038 0.260
H 7.0300 -0.8440 2.4213 0.081 -0.494 -0.404
H 0.3347 -0.4788 1.3605 0.489 -0.118 -0.084
H -1.5757 -3.4811 -0.6856 0.000 -0.358 -0.164
H -2.1118 -2.0570 -4.0195 -0.133 -0.120 -0.108
H 2.3144 -3.9559 2.0750 0.054 0.279 -0.036
H -1.6772 3.7223 0.9601 -0.082 -0.181 0.064
H 1.9825 1.4741 0.9201 0.066 -0.458 -0.306
H -4.4050 3.6981 -1.1443 0.396 0.492 -0.105
H -0.6401 2.5238 2.7601 -0.462 -0.499 0.099
H -4.6989 2.9718 0.3909 -0.003 -0.250 -0.159
H -0.5931 1.4627 4.2315 -0.175 -0.167 -0.249
H -3.4656 0.7370 -3.7823 0.217 -0.041 -0.229
H 4.1116 2.5279 -1.6996 0.202 -0.033 -0.024
H 6.1662 -0.9374 0.7793 0.008 -0.487 0.256
H -3.9389 6.5678 1.0326 -0.120 -0.043 0.425
H 0.4745 1.1685 2.7919 0.171 -0.152 0.260
H 3.8400 -1.0616 -2.2318 -0.218 -0.384 0.232
H 0.5136 -5.6862 1.6428 -0.360 -0.150 0.413
H 0.9499 4.3632 -0.9466 0.786 0.115 -0.199
H 0.0637 -1.5274 -0.0520 -0.173 -0.037 0.107
H -1.7105 1.5089 -1.7377 -0.039 -0.084 -0.170
H -3.0328 -5.5529 -1.6761 -0.036 -0.085 -0.002
H -2.0343 -3.3934 -2.4187 0.044 -0.134 0.076
H -4.7387 -5.4757 -1.1987 0.018 -0.020 -0.060
H -0.9523 1.3165 0.4247 0.127 0.063 0.186
H -4.0203 -0.7253 -3.0780 0.198 -0.775 -0.403
H 0.1278 -1.3520 -3.2562 -0.085 -0.104 0.110
H -0.3215 4.5267 3.9435 0.010 0.024 -0.049
H 4.1484 -1.4819 1.1060 -0.031 -0.078 -0.012
H 1.8956 -2.7968 3.3790 0.071 0.080 -0.278
H -1.4736 -0.1727 -2.1801 -0.042 -0.111 0.238
H -1.1277 -4.8578 1.3631 0.034 -0.531 0.471
H 1.2339 -2.0838 -4.4070 0.017 0.124 0.008
H -5.0147 -0.4933 -6.3230 -0.106 -0.003 -0.351
H 1.0537 -0.1107 -0.2909 0.283 0.028 0.480
H 3.3032 -1.0606 -3.8709 -0.451 -0.177 -0.118
H -0.2440 3.8027 5.5206 0.249 -0.498 0.095
H -0.0913 0.8862 -1.9945 0.156 0.062 0.314
H -2.1582 -2.0133 -1.2825 -0.513 0.030 -0.247
H -4.3614 -3.3704 -1.8892 -0.223 0.685 0.178
H -0.1498 -2.0518 3.4810 -0.010 -0.099 0.087
H 3.5397 1.1768 -0.0249 -0.292 -0.372 0.083
H 5.2260 1.6423 3.4747 -0.030 0.004 -0.220
H 1.1299 4.7415 4.8906 0.169 -0.195 0.079
H 0.3921 3.0334 -0.1051 0.346 -0.437 0.565
H 1.3571 -3.4799 -1.3425 0.208 -0.155 0.483
H 2.5775 0.0277 -2.6631 -0.224 -0.063 -0.224
H 0.3622 -3.1241 -3.3627 0.098 -0.011 0.642
H -5.0305 5.8958 -0.1227 0.236 -0.457 -0.278
H -3.5246 -5.4865 0.0415 0.284 0.169 0.012
H -3.1484 2.7078 -0.3543 0.286 0.272 0.052
H 6.0383 0.2401 4.1778 -0.006 0.073 0.101
H 2.4874 1.6886 3.3919 -0.172 0.151 -0.373
H -4.9953 0.0919 -4.2915 -0.011 -0.080 0.075
H 1.7820 -4.5281 3.6668 0.012 -0.095 -0.117
H 0.2381 -4.4536 0.4522 0.333 0.205 0.144
H -1.3427 -0.6983 -4.8506 -0.114 0.156 0.367
H 1.5092 4.2208 0.7210 -0.420 -0.024 0.199
H -1.7356 -2.0371 -5.7946 -0.636 -0.369 -0.018
H 6.7342 0.5565 1.4408 -0.083 0.039 0.043
```
Forces are in eV/Å.

As for the lowest unoccupied orbital energy (spin up / spin down): -0.70 / -1.09 eV. Its spin multiplicity is 3. For the total energy, the calculation gives -2246.14554 hartree. Its HOMO-LUMO gap (spin up / spin down) is 7.83 / 7.18 eV. As for the energy above the lowest of the compared OMol25 structures with the same formula, charge and spin: 0.0000 eV.


ORCA calculation (the ωB97M-V functional and the def2-TZVPD basis) on a 5-piece molecular cluster, C10H20O20S5 overall at a distorted geometry.

Structure (XYZ):
```
55
Properties=species:S:1:pos:R:3:forces:R:3
S -16.6722 -15.0839 -2.9546 -0.074 -0.433 -1.450
S -13.7591 -18.7141 -16.7465 -3.111 0.459 1.553
S -8.8442 -15.5331 -8.6556 -1.221 -0.826 -0.158
S -0.3136 -14.3968 -8.3095 2.442 1.667 0.649
S -8.8497 -13.3162 3.1517 0.103 2.077 0.139
O -16.7828 -15.0101 -1.5273 -0.232 -0.079 -1.240
O -9.3197 -14.6588 3.3016 0.642 0.733 -0.483
O -7.6448 -13.2014 2.0437 0.801 -0.967 0.644
O -13.9540 -19.4445 -17.9958 1.054 1.593 2.640
O -8.5924 -12.5328 4.3638 -0.211 -1.516 -2.814
O -13.2631 -17.1665 -17.0200 0.924 -3.078 -1.234
O -9.9003 -14.7344 -9.2286 1.180 -0.333 1.499
O -8.2939 -14.9601 -7.1750 -2.026 0.739 -2.177
O -0.8402 -13.1404 -7.7299 1.127 -3.001 -1.715
O -1.1050 -15.5858 -8.4212 0.783 1.345 0.127
O -9.8160 -12.4592 2.1841 -0.992 0.684 0.957
O 0.4848 -14.1283 -9.7708 0.257 0.333 1.223
O -7.8211 -15.9531 -9.5725 -0.226 0.422 1.577
O -15.3217 -18.1403 -16.2481 1.993 -0.607 -0.482
O -18.1460 -15.5088 -3.6942 0.484 3.165 0.766
O -15.9996 -14.0371 -3.6942 -1.480 -1.484 0.995
O -9.5088 -16.9136 -8.0162 -0.328 0.490 0.079
O 1.1500 -14.7394 -7.5466 -1.448 -0.185 -0.604
O -16.0398 -16.5117 -3.3701 0.149 -0.178 -0.379
O -13.1858 -19.2793 -15.5194 -0.393 1.028 -2.957
C -9.4594 -12.5613 0.8050 -0.749 -0.911 -0.337
C 2.1983 -13.8203 -8.0667 -2.199 -1.323 0.898
C -18.2999 -16.8664 -3.5485 -0.308 -1.882 1.457
C -15.2488 -16.7629 -15.7652 -1.089 -1.341 -1.701
C -7.9606 -12.4601 0.8393 -0.490 0.341 0.473
C -8.3328 -16.0685 -6.2625 0.814 -0.537 -0.407
C -13.8668 -16.2683 -16.1767 -0.301 1.530 1.980
C -9.5816 -16.9291 -6.5673 2.032 1.391 -0.263
C -17.0195 -17.3738 -3.9955 0.842 -1.494 -0.597
C 1.9312 -13.8867 -9.5731 -0.049 0.503 0.605
H -13.8686 -15.3290 -16.7297 -0.199 0.022 0.263
H -7.6063 -11.4390 0.9801 -0.293 0.144 0.233
H 1.9398 -12.9472 -7.4675 0.689 0.714 -0.847
H -16.9206 -18.4199 -3.7059 0.664 0.171 0.437
H 3.1496 -14.2665 -7.7767 -0.119 0.171 -0.067
H 2.3067 -12.9818 -10.0509 -0.791 0.238 -0.187
H -9.4410 -17.9228 -6.1420 -0.028 -0.131 -0.595
H 2.5523 -14.6798 -9.9896 -0.694 -0.462 -0.076
H -13.3359 -16.1562 -15.2314 0.663 0.137 -0.231
H -9.9136 -13.4983 0.4828 0.886 -0.669 -0.163
H -7.4840 -12.7767 -0.0884 0.187 -0.924 0.478
H -17.0998 -17.4114 -5.0819 1.285 0.787 -0.278
H -16.0272 -16.2654 -16.3437 -0.053 0.182 0.192
H -10.4642 -16.4795 -6.1123 -0.294 0.098 -0.634
H -8.2570 -15.7422 -5.2253 0.049 0.280 -0.282
H -7.4096 -16.4798 -6.6706 0.043 -1.596 1.352
H -15.5175 -16.7409 -14.7090 0.517 0.073 -0.021
H -18.3755 -17.1792 -2.5071 -0.704 0.388 0.344
H -9.9776 -11.9042 0.1066 0.112 1.013 0.873
H -19.0437 -17.4031 -4.1374 -0.619 1.035 -0.058
```
Forces are in eV/Å.

As for the lowest unoccupied orbital energy: 0.08 eV. Its spin multiplicity is 1. For the total energy, the calculation gives -3888.50185 hartree. Its HOMO-LUMO gap is 11.05 eV. Its SMILES is O=S1(=O)OCCO1.O=S1(=O)OCCO1.O=S1(=O)OCCO1.O=S1(=O)OCCO1.O=S1(=O)OCCO1. As for the energy above the lowest of the compared OMol25 structures with the same formula, charge and spin: 4.4456 eV.


ORCA calculation (the ωB97M-V functional and the def2-TZVPD basis) on C32H34BiCl3NOPS4 as an isolated structure at a distorted geometry.

Structure (XYZ):
```
77
Properties=species:S:1:pos:R:3:forces:R:3
Bi 1.0132 0.3380 0.3958 0.484 0.742 -0.083
Cl 0.9429 0.2430 -2.6690 0.106 -0.150 -0.381
Cl 2.7891 4.0503 -5.9707 0.066 0.051 -0.151
Cl 2.3788 5.0252 -0.7075 0.050 0.232 0.073
S 0.5858 -1.1439 2.8740 0.226 0.312 0.313
S 2.0198 2.0886 2.6699 0.192 0.144 -0.093
S 3.8030 -0.5030 1.4000 0.172 -0.011 0.392
S -1.0933 1.7735 1.5365 -0.167 0.063 0.540
P -1.1984 -0.9514 -0.5861 -1.068 -0.801 -0.340
O 1.2326 2.3448 -0.5833 -0.170 -0.487 0.193
N 1.7856 -1.8929 -0.7484 0.304 -0.253 0.092
C 3.6463 2.2767 1.8661 -0.313 0.214 0.189
C -3.3845 -2.8040 2.3125 0.097 -0.080 0.026
C -2.5961 1.0067 -1.9461 0.115 -0.099 -0.052
C 2.2181 -1.0416 3.7220 -0.385 -0.047 0.037
C -0.4198 3.2992 2.3147 -0.080 -0.237 -0.133
C 4.4935 1.0418 2.1164 -0.108 -0.371 -0.114
C -3.8999 -1.0760 0.2016 0.112 0.001 -0.056
C -1.4869 -3.5674 -1.3863 0.104 -0.097 -0.062
C 0.2732 -5.1471 -1.7493 0.068 0.104 0.051
C -2.0011 -0.2502 -2.0591 0.145 0.017 0.247
C -3.2819 0.8658 -4.2439 0.016 -0.036 0.009
C -4.9457 -1.5801 0.9558 -0.048 -0.046 0.096
C -2.0270 -0.9349 -3.2701 -0.077 -0.006 0.191
C 1.6256 2.6800 -1.7993 0.135 0.392 -0.222
C -3.2438 1.5537 -3.0396 0.004 0.110 -0.039
C -1.4971 0.7194 2.9870 -0.106 0.179 -0.329
C -1.0785 -4.8402 -1.7279 -0.076 0.007 -0.036
C -4.6891 -2.4396 2.0102 -0.030 0.084 0.052
C 3.3640 -1.5261 2.8610 0.106 0.303 -0.345
C 1.0634 3.5286 2.1065 0.503 -0.004 -0.019
C 1.5416 1.8457 -2.9157 0.236 0.600 0.044
C 2.1615 3.9588 -2.0437 -0.111 -0.302 -0.230
C -2.3366 -2.3353 1.5405 -0.047 0.041 -0.083
C -0.5514 -2.5813 -1.0645 -0.017 0.163 0.041
C 2.5106 4.3868 -3.3077 0.020 -0.104 -0.150
C -2.5946 -1.4654 0.4797 0.218 0.226 -0.062
C 0.8052 -2.8939 -1.0783 -0.365 -0.271 -0.129
C 1.2049 -4.1787 -1.4243 0.085 0.011 0.011
C 2.3768 3.5254 -4.3904 -0.140 -0.207 0.400
C -0.3460 0.1542 3.7888 0.117 -0.306 0.041
C 1.9066 2.2364 -4.1886 0.056 0.174 -0.164
C -2.6746 -0.3745 -4.3568 0.036 0.000 -0.065
H -3.7127 2.5224 -2.9588 -0.039 0.084 0.021
H 4.6378 0.8554 3.1807 0.115 0.080 -0.004
H -5.5006 -2.8287 2.6029 -0.130 -0.057 0.054
H 3.1462 -2.5095 2.4444 0.087 -0.088 0.024
H -2.6951 -0.9077 -5.2951 -0.020 -0.026 -0.083
H 0.3554 0.9295 4.0938 -0.032 -0.134 0.086
H 1.3818 4.3939 2.6907 -0.086 0.022 -0.094
H -2.1261 1.3348 3.6314 -0.036 -0.074 0.013
H 2.1746 -1.5127 -1.6110 0.124 -0.035 0.118
H 5.4667 1.1665 1.6379 -0.046 0.047 0.164
H -2.5400 -3.3269 -1.3644 -0.087 -0.021 0.003
H 1.8181 1.5518 -5.0154 -0.021 -0.077 -0.120
H 0.6035 -6.1363 -2.0228 0.035 -0.115 -0.014
H -1.8084 -5.5917 -1.9793 -0.108 -0.095 -0.029
H 2.2581 -4.4148 -1.4514 0.149 -0.041 0.009
H 1.2980 3.6727 1.0510 -0.101 0.051 0.250
H -0.9739 4.1217 1.8573 0.038 -0.067 0.121
H -2.1063 -0.0868 2.5755 -0.109 0.146 0.061
H -4.1091 -0.4130 -0.6221 -0.057 0.023 -0.068
H 4.2658 -1.6119 3.4680 -0.031 -0.086 0.013
H 2.1428 -1.6803 4.6035 0.016 0.028 0.001
H 2.5624 -2.3255 -0.2513 -0.060 0.016 -0.122
H 2.3551 -0.0128 4.0473 0.042 -0.048 0.048
H 2.8861 5.3867 -3.4505 0.062 0.106 -0.023
H -1.3226 -2.6592 1.7380 -0.053 -0.099 0.028
H 4.1399 3.1465 2.3024 0.026 -0.010 -0.128
H -1.5440 -1.8962 -3.3658 0.002 -0.043 -0.054
H -2.5574 1.5494 -1.0092 -0.029 0.035 0.004
H -0.6778 3.2415 3.3706 -0.087 0.035 0.043
H 3.4713 2.4482 0.8050 0.091 0.082 -0.079
H -3.1933 -3.4752 3.1364 0.042 -0.075 0.046
H -3.7781 1.2963 -5.0995 -0.071 0.065 -0.055
H -5.9591 -1.3119 0.7015 -0.110 0.050 0.035
H -0.7546 -0.3309 4.6761 0.018 0.068 0.034
```
Forces are in eV/Å.

As for the lowest unoccupied orbital energy: -5.41 eV. Its spin multiplicity is 1. For the total energy, the calculation gives -4898.61968 hartree. Its charge is +2. Its HOMO-LUMO gap is 7.31 eV. As for the energy above the lowest of the compared OMol25 structures with the same formula, charge and spin: 0.4848 eV.